The following is a DFT calculation (the ωB97M-V functional and the def2-TZVPD basis) of a 4-piece molecular cluster, C40H54F3N4O4P overall.

Last column: Löwdin charge in e.
Element x y z (Å)
C  -2.227  7.304  0.831  -0.29
P  -3.399  6.805  -0.542  0.86
O  -4.816  7.688  -0.284  -0.35
C  -3.823  5.019  -0.135  -0.32
C  -4.469  4.789  1.177  -0.04
C  -4.867  3.422  1.579  -0.13
C  -5.542  3.277  2.969  -0.13
C  -4.518  3.155  4.182  -0.08
C  -3.419  4.265  4.184  -0.17
F  -3.649  5.502  4.780  0.03
C  -2.184  4.118  3.620  -0.24
F  -1.078  4.648  4.229  0.09
F  -1.971  3.482  2.442  0.11
C  -4.593  2.348  0.640  -0.01
C  -3.909  2.544  -0.664  -0.04
C  -3.527  3.893  -1.041  -0.01
C  -3.644  1.283  -1.564  -0.26
O  -3.551  1.468  -2.756  0.11
C  -3.556  -0.124  -0.895  -0.07
C  -2.809  -1.327  -1.537  -0.13
C  -1.514  -0.934  -2.352  -0.18
C  -0.573  -2.235  -2.346  -0.21
C  0.116  -2.512  -3.736  -0.19
C  0.552  -4.057  -3.730  -0.22
C  1.923  -4.220  -2.917  -0.21
C  3.096  -3.876  -3.939  -0.22
C  4.513  -4.359  -3.412  -0.19
C  5.539  -3.149  -3.638  -0.21
C  6.949  -3.805  -3.937  -0.21
C  8.036  -2.781  -4.451  -0.19
C  8.099  -1.437  -3.645  -0.15
N  8.788  -1.571  -2.338  -0.16
C  9.817  -2.456  -2.019  -0.08
C  10.156  -2.158  -0.622  -0.10
C  9.256  -1.073  -0.142  -0.09
C  8.425  -0.728  -1.308  -0.10
C  -4.213  -0.270  0.299  -0.08
C  -4.238  -1.611  1.123  -0.12
C  -2.987  -1.496  2.128  -0.14
C  -3.558  -1.331  3.594  -0.25
O  -2.533  -0.796  4.457  -0.10
C  -5.018  0.901  0.969  -0.25
O  -5.952  0.591  1.680  0.09
H  -2.292  8.404  1.067  0.05
H  -1.170  6.996  0.615  0.04
H  -2.501  6.785  1.803  0.02
H  -5.403  7.259  0.369  0.04
H  -4.699  5.637  1.873  0.11
H  -6.103  4.243  3.147  0.12
H  -6.304  2.466  3.041  0.11
H  -5.128  3.345  5.111  0.13
H  -4.014  2.154  4.227  0.12
H  -3.022  4.090  -2.011  0.11
H  -3.507  -1.849  -2.256  0.14
H  -2.489  -2.103  -0.787  0.10
H  -0.920  -0.127  -1.857  0.09
H  -1.690  -0.696  -3.427  0.11
H  -1.213  -3.143  -2.131  0.10
H  0.180  -2.202  -1.512  0.11
H  -0.569  -2.403  -4.614  0.11
H  1.081  -1.951  -3.876  0.10
H  -0.192  -4.693  -3.165  0.10
H  0.623  -4.492  -4.758  0.10
H  2.037  -5.258  -2.499  0.11
H  1.913  -3.504  -2.046  0.10
H  2.793  -4.356  -4.914  0.11
H  3.075  -2.759  -4.097  0.10
H  4.425  -4.535  -2.310  0.11
H  4.801  -5.268  -3.997  0.11
H  5.176  -2.528  -4.506  0.11
H  5.599  -2.506  -2.719  0.11
H  7.327  -4.374  -3.050  0.12
H  6.772  -4.550  -4.764  0.11
H  9.016  -3.339  -4.471  0.10
H  7.818  -2.518  -5.524  0.11
H  7.095  -0.981  -3.475  0.11
H  8.673  -0.700  -4.283  0.13
H  10.268  -3.204  -2.700  0.11
H  10.953  -2.661  -0.034  0.08
H  9.232  -0.603  0.868  0.08
H  7.646  0.064  -1.330  0.11
H  -4.065  -2.509  0.484  0.10
H  -5.191  -1.750  1.683  0.09
H  -2.326  -2.395  2.073  0.12
H  -2.352  -0.597  1.908  0.11
H  -4.425  -0.617  3.613  0.11
H  -3.905  -2.309  4.022  0.11
H  -2.034  -0.107  3.992  0.07
C  1.040  3.049  5.593  -0.08
C  2.164  2.329  6.238  -0.27
N  3.035  1.771  6.737  0.12
H  1.404  3.967  5.132  0.08
H  0.590  2.420  4.825  0.07
H  0.285  3.299  6.336  0.08
C  -6.850  -3.647  4.745  -0.06
C  -6.052  -4.042  3.560  -0.27
N  -5.434  -4.348  2.641  0.15
H  -6.777  -2.571  4.897  0.08
H  -7.894  -3.917  4.594  0.08
H  -6.474  -4.159  5.631  0.08
C  1.068  2.565  -0.356  -0.06
C  1.285  1.779  -1.595  -0.27
N  1.450  1.170  -2.554  0.14
H  1.229  1.931  0.516  0.08
H  1.765  3.402  -0.323  0.08
H  0.048  2.949  -0.335  0.07

Atomic forces in eV per Å
-0.47 -0.47 1.73
0.40 0.37 -1.30
0.56 -1.36 0.79
-0.85 -1.49 2.01
0.33 -2.30 -1.84
0.53 1.11 -1.54
-0.10 0.62 0.20
-0.19 1.36 -0.58
0.63 -0.37 -1.08
0.18 -1.95 0.32
-0.87 0.58 0.92
-1.16 -0.20 -1.92
0.55 0.01 2.09
0.45 0.55 -0.40
-0.57 0.92 2.17
-0.91 -0.07 1.57
-0.12 0.33 0.41
0.22 -0.46 0.47
-0.47 0.28 1.11
0.06 0.71 -1.06
0.98 -1.42 0.50
-0.55 0.19 -0.71
0.58 -2.01 0.52
0.25 -0.03 1.44
-0.27 0.23 -1.41
-0.70 -0.38 1.06
-0.78 2.02 -0.50
0.56 -1.63 -0.01
-0.25 0.76 -0.63
-0.46 -0.42 0.05
1.01 -0.13 -0.97
-0.71 0.21 -0.47
0.04 1.59 3.34
-1.53 0.71 -1.50
-0.07 -0.91 -3.12
2.21 -1.15 3.09
-0.27 -0.13 -0.05
1.36 0.76 -0.44
-1.28 -0.27 0.80
0.63 0.51 -0.49
-0.18 -0.29 0.07
0.74 -0.66 -1.01
0.51 0.65 -0.09
0.13 -1.05 -0.65
-1.03 0.39 -0.13
0.28 0.51 -0.89
0.26 0.40 -0.28
0.34 -0.86 -0.76
0.55 -0.95 -0.22
0.85 0.54 -0.29
0.79 -0.44 -0.75
-0.52 0.95 -0.02
-0.50 -0.21 0.81
0.61 0.46 0.75
-0.55 1.11 -0.44
-0.77 -0.36 -0.52
-0.18 0.18 1.05
0.54 0.95 -0.25
-0.63 0.13 -0.82
0.45 0.43 0.90
-1.26 -0.06 0.00
0.35 0.84 -0.76
0.16 0.44 0.80
-0.08 0.91 -0.52
0.14 -0.70 -0.83
0.65 0.45 0.88
0.17 -1.15 0.10
0.22 -0.28 -1.02
0.01 0.69 0.82
0.59 -0.57 0.81
-0.21 -0.53 -0.84
-0.38 0.55 -0.61
0.33 0.60 0.82
-0.79 0.93 0.06
0.09 -0.18 1.02
0.76 -0.61 -0.09
-0.50 -0.66 0.71
-0.65 0.88 0.54
-0.82 0.44 -0.60
0.02 -0.52 -1.18
0.71 -1.02 -0.48
-0.45 0.90 0.38
0.79 0.27 -0.50
-0.58 0.69 0.07
-0.62 -0.70 0.02
0.54 -0.64 -0.30
0.51 0.89 -0.40
-0.37 -0.38 0.02
0.49 -0.30 0.30
-0.43 0.26 -0.24
-0.13 0.09 -0.08
-0.01 -0.06 0.04
0.05 0.01 0.05
0.05 -0.02 -0.03
0.31 -0.15 -0.45
-0.34 0.11 0.44
-0.07 0.06 0.15
0.02 -0.05 -0.04
0.07 0.00 -0.03
0.01 0.01 -0.07
0.06 -0.31 -0.49
-0.07 0.30 0.46
-0.01 0.07 0.17
0.01 0.01 -0.07
-0.03 -0.05 -0.03
0.04 -0.03 -0.03

Its SMILES is CP(O)c1cc(CCC(F)=C(F)F)c2c(c1)C(=O)C(CCCCCCCCCCCCn1cccc1)=C(CCCO)C2=O.CC#N.CC#N.CC#N. As for the total charge: 0. The value obtained for the HOMO energy is -7.892 eV. For the lowest unoccupied orbital energy, the calculation gives -1.241 eV. For the orbital gap, the calculation gives 6.65 eV. The calculation puts the energy above the lowest of the compared OMol25 structures with the same formula, charge and spin at 0.0 kJ/mol.